Record 1
{"formula": "C3H2GaLiO3", "method": "ωB97M-V/def2-TZVPD", "elements": ["H", "O", "C", "C", "O", "O", "C", "Ga", "H", "Li"], "positions_angstrom": [[-0.287654, -1.229481, -2.885974], [1.085553, -0.517020, 0.179338], [0.274232, -0.624300, 1.248325], [0.775445, 0.342164, -0.760178], [0.578730, -1.415130, 2.149676], [-0.773687, 0.087844, 1.319658], [0.490579, 1.046802, -1.697804], [-1.012290, -0.767613, 2.925084], [0.299791, 1.726566, -2.512879], [-1.430698, 1.350168, 0.034754]], "forces_ev_per_a": [[0.463, 0.778, 0.242], [0.197, 0.486, -0.222], [2.925, -0.619, -1.800], [0.063, -1.793, 0.874], [0.402, -0.050, -0.532], [-0.738, 1.555, -1.779], [-0.502, -0.070, -1.481], [-2.420, -1.297, 4.956], [0.193, 0.245, -0.060], [-0.584, 0.767, -0.199]], "mulliken_spin": [0.001, 0.003, 0.021, -0.004, 0.068, 0.093, 0.002, 0.811, 0.000, 0.004], "e_homo_ev": [-23.907, -25.037], "gap_ev": [5.65, 6.78], "e_tot_ha": -2272.023361, "spin_multiplicity": 2, "total_charge": 3, "lumo_ev": [-18.26, -18.25], "s2": 0.75}

---

Record 2
{"formula": "C3H2I2", "method": "ωB97M-V/def2-TZVPD", "elements": ["C", "C", "C", "I", "I", "H", "H"], "positions_angstrom": [[-0.028589, 0.362961, 0.049099], [1.900584, 1.214436, -0.038660], [-0.889654, -0.661466, -0.099899], [3.289443, -0.338400, 0.137541], [-2.978600, -0.246556, 0.103843], [-0.576538, 1.343491, -0.054014], [-0.716647, -1.674465, -0.097908]], "forces_ev_per_a": [[0.102, 2.539, -1.249], [-2.466, -2.685, 0.213], [0.872, 2.710, 0.906], [-0.597, 0.592, -0.064], [0.554, -0.194, -0.229], [0.989, -0.814, 0.563], [0.546, -2.147, -0.140]], "mulliken_charge": [-0.414, -0.030, -0.348, 0.164, 0.046, 0.158, 0.424], "e_homo_ev": [-9.006, -9.006], "de_lowest_kj_mol": 441.78, "gap_ev": [7.06, 7.06], "e_tot_ha": -710.640649, "lumo_ev": [-1.94, -1.94]}

---

Record 3
{"formula": "C3H2I2N2O", "method": "ωB97M-V/def2-TZVPD", "elements": ["C", "C", "C", "N", "N", "O", "I", "I", "H", "H"], "positions_angstrom": [[0.118790, -1.538059, 0.435076], [0.287985, -0.281381, -0.206425], [-0.775004, 1.809537, -0.111445], [0.953359, -2.397450, -0.037246], [1.211359, -0.358038, -1.084808], [1.622047, -1.705913, -1.048804], [-0.165273, 2.380983, 1.956555], [-2.716934, 1.402885, -0.555683], [-0.436340, -1.589461, 1.355814], [-0.099989, 2.276897, -0.703035]], "forces_ev_per_a": [[-0.209, 0.971, 1.198], [-0.994, 3.230, -0.625], [0.816, -4.538, 3.951], [0.207, 0.793, -0.931], [-0.025, -1.028, -0.297], [-0.192, 0.169, 0.608], [-0.717, -0.289, -1.402], [-0.141, 0.270, -0.122], [-0.274, -0.916, -0.107], [1.528, 1.338, -2.273]], "mulliken_charge": [-0.224, 0.333, -0.725, -0.295, -0.264, -0.073, 0.117, 0.250, 0.353, 0.527], "e_homo_ev": [-9.516, -9.517], "de_lowest_kj_mol": 518.79, "gap_ev": [8.24, 8.24], "e_tot_ha": -895.431202, "lumo_ev": [-1.27, -1.27]}

---

Record 4
{"formula": "C3H2INS", "method": "ωB97M-V/def2-TZVPD", "elements": ["C", "C", "C", "N", "S", "I", "H", "H"], "positions_angstrom": [[0.145943, -1.442804, -0.324491], [0.541140, 1.201701, 0.198611], [2.615850, 0.570053, -0.823558], [1.727602, 1.086324, -0.222056], [-0.683861, -0.138715, 0.292688], [4.410809, -0.095448, 0.069014], [-0.589271, -2.351795, -0.500753], [0.312051, 2.237290, 0.497562]], "forces_ev_per_a": [[-1.389, -0.410, -0.120], [-0.627, 1.299, 0.923], [2.605, -1.079, -1.542], [-1.591, -0.437, 0.991], [1.256, -0.588, -0.849], [-0.584, 0.138, -0.081], [1.071, 1.882, 0.708], [-0.740, -0.804, -0.031]], "mulliken_charge": [-0.406, -0.157, -0.125, -0.030, 0.063, 0.101, 0.210, 0.343], "e_homo_ev": -8.206, "de_lowest_kj_mol": 470.49, "gap_ev": 7.16, "e_tot_ha": -865.949367, "lumo_ev": -1.05}

---

Record 5
{"formula": "C3H2IO2S", "method": "ωB97M-V/def2-TZVPD", "elements": ["C", "C", "C", "O", "O", "S", "I", "H", "H"], "positions_angstrom": [[-0.787019, -0.358604, 0.646141], [0.284761, 0.035779, 0.297430], [1.480649, 0.537868, -0.320081], [1.151555, 3.129776, -1.044383], [0.949274, 2.504205, 1.330738], [1.795547, 2.457261, 0.121947], [3.192823, -0.678268, 0.065351], [-1.648673, -0.891204, 0.961135], [1.444147, 0.701056, -1.355576]], "forces_ev_per_a": [[-0.544, -0.672, 0.496], [0.895, 0.257, -1.226], [0.071, 0.565, 1.201], [0.341, -0.581, 0.273], [0.183, 0.460, 0.313], [-0.462, 0.176, 0.270], [0.008, 0.036, 0.050], [-0.156, 0.239, 0.089], [-0.335, -0.481, -1.466]], "mulliken_charge": [-0.081, -0.342, -0.650, -0.625, -0.597, 0.506, -0.053, 0.445, 0.395], "e_homo_ev": -3.792, "de_lowest_kj_mol": 0.00, "gap_ev": 6.62, "e_tot_ha": -961.850402, "total_charge": -1, "lumo_ev": 2.83}

---

Record 6
{"formula": "C3H2IO3", "method": "ωB97M-V/def2-TZVPD", "elements": ["C", "C", "C", "O", "O", "O", "I", "H", "H"], "positions_angstrom": [[0.083922, 0.653458, 1.056645], [-0.414234, -1.443863, -0.156095], [0.060788, 0.687390, -0.963467], [-0.890483, -2.494197, -0.018295], [-0.114732, -0.615499, -1.062199], [-0.193881, -0.542392, 1.239491], [2.134611, 1.044503, 0.007004], [-0.401118, 1.422757, 1.713749], [-0.264876, 1.287845, -1.816829]], "forces_ev_per_a": [[0.843, 1.271, -0.184], [-1.154, -1.295, 2.382], [1.015, 1.082, 0.447], [1.139, 1.355, -0.352], [-0.787, -1.288, -2.582], [-0.965, -1.196, -0.353], [0.099, 0.457, 0.895], [0.487, -0.325, -0.735], [-0.678, -0.060, 0.484]], "mulliken_spin": [0.298, 0.024, 0.827, 0.053, 0.039, 0.163, 0.566, 0.020, 0.010], "e_homo_ev": [-12.310, -15.525], "de_lowest_kj_mol": 247.45, "gap_ev": [6.49, 6.85], "e_tot_ha": -638.387850, "spin_multiplicity": 3, "total_charge": 1, "lumo_ev": [-5.82, -8.68], "s2": 2.01}

---

Record 7
{"formula": "C3H2Li2O3", "method": "ωB97M-V/def2-TZVPD", "elements": ["O", "C", "C", "H", "H", "C", "O", "O", "Li", "Li"], "positions_angstrom": [[-2.430082, -0.022010, 1.398304], [-2.184030, -0.136008, 0.258691], [-1.023280, -0.195482, -0.553706], [-1.024189, 0.738622, -1.129705], [-0.930456, -1.247026, -0.866595], [1.129340, -0.037309, -0.562832], [1.349878, -0.061822, 0.686391], [1.901378, 0.445310, -1.392821], [3.175716, 0.682256, 0.178557], [0.035726, -0.166530, 1.983720]], "forces_ev_per_a": [[-1.261, -0.078, 0.176], [2.753, 0.273, 1.728], [-1.248, -0.254, -1.115], [0.054, -0.965, -0.895], [-0.117, 0.837, -1.057], [0.772, 1.401, 0.108], [0.755, -0.208, 1.120], [-1.072, -0.870, 0.614], [-0.348, -0.115, -0.316], [-0.288, -0.023, -0.362]], "mulliken_spin": [0.106, 0.357, -0.193, 0.002, 0.002, 0.525, 0.064, 0.120, 0.017, 0.000], "e_homo_ev": [-11.961, -13.418], "de_lowest_kj_mol": 252.54, "gap_ev": [7.92, 8.40], "e_tot_ha": -356.042389, "spin_multiplicity": 2, "total_charge": 1, "lumo_ev": [-4.04, -5.01], "s2": 0.83}

---

Record 8
{"formula": "C3H2Li2O3Tm", "method": "ωB97M-V/def2-TZVPD", "elements": ["C", "C", "O", "H", "H", "Li", "Li", "O", "C", "O", "Tm"], "positions_angstrom": [[-1.195945, 0.556729, 0.084826], [-0.020243, -0.053791, -0.141988], [-2.346559, -0.094336, 0.228560], [-1.216547, 1.652398, 0.175786], [0.125425, -1.127918, -0.255680], [-3.962866, 0.412317, -0.378943], [-2.030023, -1.371241, 1.491471], [1.074711, 0.770101, -0.507808], [2.293102, 0.286220, -0.477671], [2.453040, -0.938425, -0.120107], [4.825903, -0.092057, -0.098445]], "forces_ev_per_a": [[-3.997, 1.417, 0.674], [4.327, -0.259, -1.964], [2.816, 0.849, -0.101], [0.001, -0.248, -0.222], [0.117, 0.111, 0.208], [-0.880, 0.308, -0.357], [-0.239, -0.732, 0.592], [-5.240, -0.583, 1.159], [4.363, -3.265, 0.889], [0.053, 2.492, -0.557], [-1.322, -0.089, -0.322]], "mulliken_spin": [0.207, 0.389, 0.224, 0.007, 0.021, -0.001, 0.001, 0.112, -0.005, 0.044, 1.001], "e_homo_ev": [-19.296, -18.938], "de_lowest_kj_mol": 0.00, "gap_ev": [8.52, 4.99], "e_tot_ha": -1440.410749, "spin_multiplicity": 3, "total_charge": 3, "lumo_ev": [-10.77, -13.95], "s2": 2.01}

---

Record 9
{"formula": "C3H2LiMgO2", "method": "ωB97M-V/def2-TZVPD", "elements": ["C", "Li", "O", "C", "H", "H", "Mg", "O", "C"], "positions_angstrom": [[0.135100, 0.250650, 0.809629], [-1.407355, -1.488331, 0.934906], [-1.298387, 0.444288, 0.573270], [-0.651101, 0.690173, -0.680760], [-0.552030, 1.744184, -0.958665], [-1.206178, 0.140241, -1.453791], [2.511205, -0.445159, 1.489511], [1.858122, -0.711228, -0.511214], [0.610628, -0.624822, -0.202882]], "forces_ev_per_a": [[-0.123, -0.556, -0.477], [0.036, 0.284, -0.249], [1.263, -0.273, 0.367], [-1.754, -0.001, -0.435], [0.552, -0.328, 0.510], [0.682, 0.101, 0.066], [-0.583, 0.476, -0.824], [-1.656, -0.435, 1.355], [1.584, 0.731, -0.313]], "mulliken_charge": [-0.328, 0.905, -0.415, -0.074, 0.251, 0.263, 0.633, -0.517, 0.282], "e_homo_ev": [-11.276, -12.176], "de_lowest_kj_mol": 44.89, "gap_ev": [5.84, 6.61], "e_tot_ha": -473.207672, "total_charge": 1, "lumo_ev": [-5.43, -5.57]}

---

Record 10
{"formula": "C3H2LiNaO3", "method": "ωB97M-V/def2-TZVPD", "elements": ["C", "C", "O", "C", "O", "O", "Li", "H", "H", "Na"], "positions_angstrom": [[-1.107475, -0.859183, -0.474538], [-0.123950, 0.168980, -0.278583], [-0.218081, 0.898721, 0.851699], [0.986763, 1.317772, 1.503853], [1.881930, 0.474871, 1.538911], [-1.359884, -1.348847, -1.571451], [2.661771, 2.061957, 2.369449], [-0.128000, -1.349414, 0.228381], [0.263623, 0.673307, -1.170340], [-2.856696, -2.038164, -2.997381]], "forces_ev_per_a": [[3.434, 0.921, 0.543], [-3.274, 0.882, 0.899], [0.668, -0.800, -0.649], [0.709, 0.493, 0.616], [-0.293, 0.211, -0.402], [-1.272, -0.856, -0.882], [-0.416, -0.340, -0.165], [-0.686, 0.013, -0.316], [0.931, -0.573, 0.182], [0.200, 0.049, 0.174]], "mulliken_spin": [0.507, 0.157, 0.019, 0.002, 0.003, 0.246, 0.000, 0.025, 0.040, 0.000], "e_homo_ev": [-11.510, -11.500], "de_lowest_kj_mol": 467.98, "gap_ev": [7.44, 7.18], "e_tot_ha": -510.734059, "spin_multiplicity": 2, "total_charge": 1, "lumo_ev": [-4.07, -4.32], "s2": 0.76}

---

Record 11
{"formula": "C3H2LiO2Tl", "method": "ωB97M-V/def2-TZVPD", "elements": ["C", "Li", "O", "C", "H", "H", "Tl", "O", "C"], "positions_angstrom": [[0.504346, -0.288076, 0.166028], [-0.227640, 1.997720, -0.635074], [0.924896, 0.386438, -1.066729], [0.047053, -0.719636, -1.199422], [0.491575, -1.619474, -1.631558], [-0.931863, -0.456811, -1.620036], [0.750175, 0.375303, 3.226394], [-0.937070, -0.106737, 1.936667], [-0.621473, 0.431273, 0.823730]], "forces_ev_per_a": [[0.012, 2.680, -4.892], [0.196, 0.557, -0.758], [0.339, -0.572, 2.079], [-0.121, -0.913, -0.926], [0.039, 0.117, 0.303], [0.148, -0.298, 0.421], [2.925, 0.353, 3.065], [-2.303, 3.689, -6.720], [-1.235, -5.614, 7.427]], "mulliken_charge": [0.568, 0.955, -0.399, -0.187, 0.274, 0.280, 0.823, -0.262, -0.052], "e_homo_ev": [-20.093, -20.000], "gap_ev": [7.83, 7.94], "e_tot_ha": -445.174948, "total_charge": 2, "lumo_ev": [-12.26, -12.06]}

---

Record 12
{"formula": "C3H2LiO3Pb", "method": "ωB97M-V/def2-TZVPD", "elements": ["C", "C", "O", "H", "H", "O", "C", "O", "Li", "Pb"], "positions_angstrom": [[-1.407907, 0.207598, 0.625451], [-0.468143, -0.135708, 1.521042], [0.655690, -0.314479, 1.713162], [-2.036204, -0.581684, 0.234818], [-1.826033, 1.202682, 0.699915], [0.722449, 1.511380, -1.178381], [0.108575, 0.529186, -1.251726], [0.569275, -0.596474, -1.782580], [1.606583, -1.885776, -0.743093], [2.075712, 0.063271, 0.161394]], "forces_ev_per_a": [[-0.100, -0.285, 0.913], [-4.230, 1.093, -2.112], [1.940, -1.108, 3.132], [-0.082, -0.061, -0.032], [-0.061, 0.107, 0.017], [1.329, 4.596, 0.737], [-1.763, -5.227, -2.958], [-1.066, 0.570, 1.790], [-1.170, -2.853, -2.296], [5.203, 3.169, 0.809]], "mulliken_charge": [-0.617, 0.658, -0.366, 0.335, 0.332, -0.329, 0.460, -0.712, 0.862, 0.376], "e_homo_ev": [-12.170, -11.486], "de_lowest_kj_mol": 164.16, "gap_ev": [6.84, 6.12], "e_tot_ha": -541.185353, "total_charge": 1, "lumo_ev": [-5.33, -5.37]}